1.
{"formula": "C32H27AuCl3N7O3S", "method": "ωB97M-V/def2-TZVPD", "elements": ["Au", "N", "C", "N", "C", "N", "N", "C", "C", "C", "C", "C", "C", "N", "C", "C", "C", "C", "C", "C", "H", "H", "H", "H", "H", "H", "H", "H", "H", "H", "H", "Cl", "C", "C", "C", "C", "C", "C", "N", "C", "C", "N", "C", "O", "C", "C", "C", "Cl", "S", "C", "C", "C", "Cl", "C", "H", "H", "H", "H", "H", "H", "H", "H", "H", "H", "H", "H", "H", "C", "O", "C", "O", "H", "H", "H"], "positions_angstrom": [[0.971, 0.743, 1.628], [0.951, 5.343, 1.939], [0.978, 4.112, 1.450], [0.836, 3.036, 2.171], [0.649, 3.143, 3.545], [0.525, 2.101, 4.306], [0.562, 0.903, 3.724], [0.545, -0.168, 4.429], [0.599, -1.449, 3.760], [0.502, -2.650, 4.455], [0.583, -3.841, 3.754], [0.765, -3.807, 2.379], [0.852, -2.573, 1.754], [0.761, -1.432, 2.424], [0.602, 4.465, 4.139], [0.414, 4.667, 5.511], [0.385, 5.947, 6.017], [0.545, 7.044, 5.170], [0.735, 6.868, 3.814], [0.762, 5.577, 3.301], [1.065, 6.134, 1.322], [1.128, 4.002, 0.382], [0.510, -0.108, 5.511], [0.359, -2.634, 5.527], [0.507, -4.788, 4.271], [0.838, -4.713, 1.795], [1.005, -2.494, 0.685], [0.293, 3.805, 6.150], [0.237, 6.101, 7.077], [0.520, 8.046, 5.578], [0.861, 7.721, 3.159], [-3.465, -2.467, -8.999], [-2.675, -2.311, -7.481], [-3.367, -1.800, -6.393], [-2.715, -1.676, -5.179], [-1.385, -2.048, -5.023], [-0.736, -1.891, -3.668], [0.461, -0.897, -3.681], [0.406, 0.000, -2.531], [-0.460, 1.056, -2.395], [-0.311, 1.517, -1.124], [0.639, 0.750, -0.491], [1.038, -0.164, -1.365], [-0.308, -3.138, -3.150], [-0.899, -3.497, -1.912], [-2.400, -3.587, -1.966], [-3.089, -4.348, -2.873], [-2.422, -5.381, -4.051], [-4.795, -4.193, -2.686], [-4.594, -3.112, -1.377], [-3.282, -2.879, -1.105], [-0.712, -2.563, -6.132], [0.944, -3.038, -6.016], [-1.349, -2.697, -7.354], [-4.403, -1.510, -6.498], [-3.263, -1.298, -4.322], [-1.504, -1.481, -3.003], [0.462, -0.306, -4.594], [1.381, -1.473, -3.633], [-1.092, 1.387, -3.202], [-0.812, 2.331, -0.627], [1.805, -0.902, -1.188], [-0.623, -2.771, -1.132], [-0.461, -4.464, -1.659], [-5.458, -2.705, -0.876], [-2.939, -2.227, -0.312], [-0.814, -3.099, -8.203], [5.180, 1.495, 2.510], [3.721, 1.488, 2.365], [3.205, 0.576, 1.595], [3.706, -0.286, 0.948], [5.392, 2.277, 3.228], [5.640, 1.707, 1.549], [5.512, 0.527, 2.878]], "lowdin_charge": [1.15, 0.15, -0.11, 0.06, -0.25, 0.09, -0.10, -0.01, -0.25, 0.02, 0.00, 0.00, -0.09, 0.03, -0.08, 0.01, -0.03, -0.02, 0.01, -0.16, 0.18, 0.15, 0.15, 0.13, 0.13, 0.13, 0.10, 0.12, 0.12, 0.13, 0.13, 0.73, -0.66, -0.08, -0.03, -0.21, -0.29, -0.05, -0.05, -0.02, -0.12, -0.09, -0.13, -0.13, -0.16, -0.34, -0.97, 0.73, 1.03, -0.41, -0.16, -0.58, 0.78, -0.11, 0.11, 0.12, 0.14, 0.14, 0.12, 0.14, 0.10, 0.14, 0.10, 0.14, 0.07, 0.11, 0.11, 0.02, -0.08, -0.48, 0.12, 0.10, 0.11, 0.10], "e_tot_ha": -3758.50995, "total_charge": 2, "spin_multiplicity": 3, "s_squared": 2.01, "molar_mass_da": 893.0, "e_above_lowest_kj_mol": 0.0}



2.
{"formula": "C32H27Br2N5O3S2Ti", "method": "ωB97M-V/def2-TZVPD", "elements": ["Ti", "C", "C", "N", "N", "C", "N", "S", "C", "C", "C", "C", "C", "N", "H", "H", "H", "H", "H", "H", "H", "H", "H", "H", "Br", "C", "C", "N", "C", "C", "C", "C", "O", "O", "H", "H", "H", "O", "S", "C", "C", "C", "C", "C", "C", "C", "C", "C", "C", "C", "C", "H", "H", "H", "H", "H", "H", "H", "H", "H", "H", "Br", "C", "C", "C", "C", "C", "C", "H", "H", "H", "H"], "positions_angstrom": [[-0.374, -1.272, 0.368], [1.735, -4.314, -1.727], [1.289, -3.259, -0.755], [-0.013, -3.093, -0.441], [-0.957, -3.888, -1.028], [-2.241, -3.868, -0.637], [-3.057, -4.758, -1.284], [-2.783, -2.919, 0.623], [2.170, -2.387, -0.083], [3.588, -2.445, -0.119], [4.325, -1.564, 0.619], [3.670, -0.607, 1.429], [2.303, -0.590, 1.438], [1.553, -1.428, 0.702], [1.411, -4.076, -2.746], [1.332, -5.294, -1.452], [2.817, -4.398, -1.740], [-0.686, -4.475, -1.802], [-2.899, -4.932, -2.264], [-4.025, -4.686, -1.021], [4.081, -3.199, -0.714], [5.406, -1.611, 0.602], [4.231, 0.088, 2.035], [1.756, 0.104, 2.061], [-5.980, 2.706, 2.054], [-5.103, 1.971, 0.541], [-5.668, 2.114, -0.720], [-5.106, 1.591, -1.806], [-3.983, 0.906, -1.669], [-3.332, 0.737, -0.446], [-3.918, 1.288, 0.695], [-2.045, 0.053, -0.346], [-1.666, -0.845, -1.149], [-1.245, 0.354, 0.626], [-6.589, 2.664, -0.861], [-3.545, 0.492, -2.571], [-3.442, 1.151, 1.657], [0.812, 0.080, -1.343], [1.761, 1.069, -1.931], [2.303, 2.168, -0.598], [3.626, 2.572, -0.547], [4.043, 3.390, 0.493], [3.135, 3.804, 1.455], [1.805, 3.405, 1.384], [1.385, 2.575, 0.357], [0.767, 2.365, -2.718], [-0.588, 2.439, -2.465], [-1.319, 3.496, -2.987], [-0.689, 4.455, -3.767], [0.668, 4.350, -4.043], [1.405, 3.303, -3.514], [4.328, 2.232, -1.299], [5.077, 3.703, 0.557], [3.462, 4.439, 2.268], [1.096, 3.736, 2.131], [0.364, 2.221, 0.318], [-1.069, 1.675, -1.873], [-2.379, 3.571, -2.778], [-1.259, 5.283, -4.169], [1.152, 5.090, -4.667], [2.468, 3.218, -3.711], [-0.433, -2.391, 7.070], [-0.475, -2.078, 5.186], [-0.628, -0.790, 4.716], [-0.640, -0.580, 3.339], [-0.508, -1.621, 2.413], [-0.357, -2.906, 2.950], [-0.341, -3.147, 4.317], [-0.739, 0.033, 5.411], [-0.762, 0.440, 2.984], [-0.253, -3.758, 2.286], [-0.227, -4.151, 4.704]], "lowdin_charge": [0.96, -0.04, -0.30, -0.10, 0.00, -0.82, 0.07, 0.79, -0.24, -0.03, -0.09, -0.08, -0.14, -0.08, 0.08, 0.08, 0.06, 0.14, 0.10, 0.08, 0.10, 0.10, 0.10, 0.11, 0.75, -0.65, -0.17, 0.08, -0.07, -0.11, -0.02, -0.61, -0.08, -0.11, 0.11, 0.13, 0.13, -0.51, 1.08, -0.37, -0.08, -0.07, -0.07, -0.06, -0.07, -0.36, -0.06, -0.06, -0.07, -0.07, -0.08, 0.11, 0.11, 0.11, 0.11, 0.10, 0.08, 0.11, 0.11, 0.11, 0.11, 0.68, -0.69, -0.14, -0.12, -0.27, -0.13, -0.13, 0.09, 0.09, 0.09, 0.10], "e_tot_ha": -8529.00767, "molar_mass_da": 801.4, "e_above_lowest_kj_mol": 126.0}



Q: What is the formula in the first record?
A: C32H27AuCl3N7O3S



Q: Which formula does entry 1 have?
A: C32H27AuCl3N7O3S